31
Properties=species:S:1:pos:R:3 method="wB97M-V/def2-TZVPD" s_squared=6.048 mol_weight_g_mol=603.88 spin_multiplicity=5 homo_energy_ev="-18.130 / -18.527" fmax_ev_per_a=9.95 total_charge=+3
I 0.43538 1.11235 -5.21220
I -1.83974 0.00638 -4.41711
Pd 0.00984 0.27496 0.37482
Cl -0.46488 1.20476 2.74634
P -0.92746 2.13167 -0.54464
O 0.69282 -0.61790 -2.32122
N 1.93298 -3.57318 5.02172
N 0.72207 -1.89200 0.75724
C 0.94107 -1.93916 2.08066
C -1.14923 2.56517 -2.24273
C 1.76768 -4.18305 1.55770
C 1.45843 -3.18594 2.51130
C 0.43118 -0.13012 -1.24316
C 0.83966 -2.84976 -0.12219
C 1.75108 -3.37421 3.89175
C 0.22356 3.38489 0.09553
C 1.47355 -4.02486 0.20341
C -2.53343 2.38168 0.25928
H 0.34445 3.22170 1.17628
H -2.41317 2.25880 1.34327
H 2.23619 -5.13408 1.86457
H -1.82287 1.84810 -2.70548
H -2.85540 3.37488 -0.04148
H -1.55899 3.55438 -2.39134
H 1.66406 -4.59260 -0.70843
H 1.14518 3.23631 -0.48147
H 0.46926 -2.50348 -1.04571
H 0.68537 -1.04464 2.70659
H -0.20619 2.49542 -2.74893
H -0.22385 4.33210 -0.18437
H -3.22858 1.66141 -0.18003


30
Properties=species:S:1:pos:R:3 method="wB97M-V/def2-TZVPD" mol_weight_g_mol=464.94 homo_energy_ev=-13.299 fmax_ev_per_a=3.27 total_charge=+2
La -0.23468 0.98951 -3.34945
In 1.52554 -0.52200 0.66189
O -0.67364 2.07785 1.41394
O 0.01557 0.00623 2.01723
O 1.37079 1.25089 -2.24156
O 0.74149 3.00035 -1.06780
N 3.88924 -2.45653 0.42044
C -3.99734 -0.75835 -0.94372
C -1.83992 0.21402 -0.63171
C -4.13532 -0.76643 0.44306
C -3.13748 -0.27924 1.28322
C 2.42497 1.49932 -0.14149
C 3.18199 -1.73545 1.46245
C -2.81990 -0.26614 -1.48985
C -1.96681 0.23513 0.73855
C -0.80246 0.86129 1.47678
C 1.55711 1.94779 -1.10097
H 0.79923 3.33583 -0.14674
H 4.19391 -1.83925 -0.32312
H 2.59837 2.18622 0.68127
H -2.69339 -0.24917 -2.58198
H 2.76229 -2.43264 2.18079
H -4.78810 -1.12427 -1.58126
H -0.90320 0.60284 -1.00776
H -5.05253 -1.14883 0.87068
H -3.26897 -0.29510 2.35607
H 3.87802 -1.06277 1.95664
H 0.74805 -1.28950 -0.74831
H 3.35725 1.12998 -0.56333
H 3.26991 -3.11156 -0.04395


32
Properties=species:S:1:pos:R:3 method="wB97M-V/def2-TZVPD" e_above_lowest_kcal_mol=69.28 s_squared=2.018 mol_weight_g_mol=353.16 spin_multiplicity=3 homo_energy_ev="-20.538 / -20.462" fmax_ev_per_a=9.78 total_charge=+3
Mo 1.44954 -0.16031 -1.83019
O 3.95309 -0.84252 1.51309
O 0.82594 -2.99683 -0.47132
O -1.64689 0.24118 -1.84036
O -1.09062 1.32393 -7.10054
O 1.26273 -0.37361 1.69614
O 3.00809 -1.53597 -4.03682
N -0.16246 1.29883 0.75496
N -0.84059 -0.56760 1.96070
C -0.41834 -1.73779 2.70504
C 2.86199 -0.71521 1.15956
C 0.99820 2.01973 0.19298
C -1.31503 2.11416 1.20670
C 1.12830 -1.88446 -0.85992
C 0.11102 0.12904 1.35637
C -2.23234 -0.63866 1.50003
C -0.54618 0.48502 -6.51370
C 2.38325 -1.09955 -3.18200
C -0.48060 0.01554 -1.95963
H -2.57781 -1.62052 1.87422
H -2.85277 0.14463 1.97236
H 0.92532 2.04353 -0.93014
H 0.45778 -1.45943 3.29292
H -1.28715 -1.98833 3.32045
H 0.48672 -0.58269 -3.29252
H -2.17401 2.00790 0.55016
H 1.92113 1.48132 0.52009
H -1.01425 3.15429 1.22382
H -2.36864 -0.59420 0.38959
H -0.14542 -2.55574 2.01846
H -1.60591 1.84163 2.21568
H 0.98590 3.05270 0.59381


24
Properties=species:S:1:pos:R:3 method="wB97M-V/def2-TZVPD" e_above_lowest_kcal_mol=201.50 mol_weight_g_mol=147.22 homo_energy_ev=-8.789 fmax_ev_per_a=10.55 total_charge=0
N 1.92564 0.91320 -0.69252
C -1.69532 1.29019 0.14117
C 0.93600 -1.35254 -0.62267
C 2.41748 -0.49856 1.31756
C 2.13382 -0.45907 -0.24639
C -2.81357 0.59995 0.33958
C 0.86619 1.56177 -0.13207
C -2.68075 -0.81727 0.12021
C -1.53881 -1.39861 -0.20220
C -0.40203 0.73319 -0.01029
C -0.41008 -0.56051 -0.19619
H 1.53210 1.63161 0.60719
H -1.69320 2.67266 0.20184
H 1.12054 -1.38232 -1.85934
H 0.80014 2.46300 -0.23855
H -3.75992 1.18538 0.42408
H 0.91906 -2.51794 0.05453
H -1.53855 -2.77157 -0.14469
H 2.96878 -0.44113 -0.71091
H 1.32272 -0.51918 1.79954
H -3.77514 -1.37635 0.08351
H 2.98667 0.35738 1.75897
H 3.06312 -1.32558 1.75287
H 1.69661 1.04037 -1.93364


26
Properties=species:S:1:pos:R:3 method="wB97M-V/def2-TZVPD" e_above_lowest_kcal_mol=84.48 mol_weight_g_mol=193.30 homo_energy_ev="-11.414 / -10.871" fmax_ev_per_a=4.64 total_charge=+1
S 1.84171 2.72460 -1.18161
N -1.45646 0.17246 -0.66830
N -0.33999 0.89386 -2.63758
C 2.04924 -0.57722 2.85489
C -0.23845 -0.04094 2.54398
C -1.22388 1.09441 0.52865
C -0.00677 0.65767 1.32337
C 2.35059 0.08585 1.66100
C 1.52926 1.48202 -0.30756
C 0.71517 -0.72754 3.24307
C -0.20606 0.10893 -1.48759
C 1.35762 0.76301 0.89031
C 0.43937 -1.21223 -1.87961
H 1.32233 -0.97464 -2.61107
H -0.33769 -1.85850 -2.20737
H -0.95192 2.06335 0.23859
H -1.59089 -0.80943 -0.51429
H -0.02511 0.60405 -3.52782
H -2.16837 0.67876 -1.15719
H 2.91168 -1.04545 3.38254
H 3.39421 0.02733 1.31979
H 0.82439 -1.69997 -1.06386
H -2.04372 1.04973 1.37436
H 0.52779 -1.38154 4.07455
H -1.22555 -0.30487 2.98238
H 0.07317 1.72796 -2.38384


26
Properties=species:S:1:pos:R:3 method="wB97M-V/def2-TZVPD" e_above_lowest_kcal_mol=178.64 mol_weight_g_mol=175.24 homo_energy_ev=-7.335 fmax_ev_per_a=8.16 total_charge=0
N 0.47042 0.06359 0.51484
N -0.25483 0.47805 -0.54808
N 0.46572 1.05948 -1.41895
C -1.26316 -0.94189 3.66008
C -1.53351 -1.52692 0.75943
C -2.28693 -1.59778 3.24210
C 2.02617 1.18938 -1.18085
C 1.58864 1.17363 -3.56710
C 2.51081 1.82833 -2.56324
C 0.17529 1.07727 -2.86543
C -0.16762 -0.82886 2.59216
C -2.42344 -1.91370 1.69476
C -0.30234 -0.78753 1.18615
H -3.55601 -2.34289 1.57249
H 2.10683 1.92430 -0.27549
H 0.72113 -0.43158 3.22901
H 1.40507 1.55986 -4.64555
H -0.64956 -1.24228 4.64959
H 2.72039 2.95184 -2.33464
H 2.05944 0.24285 -3.48595
H 3.55739 1.38877 -2.63296
H -1.85103 -1.85687 -0.15606
H 2.57210 0.45770 -0.62480
H -0.15911 0.16585 -3.26959
H -0.46362 2.01042 -3.39998
H -3.17569 -2.06737 3.79088


31
Properties=species:S:1:pos:R:3 method="wB97M-V/def2-TZVPD" e_above_lowest_kcal_mol=0.00 mol_weight_g_mol=287.37 homo_energy_ev=-8.755 fmax_ev_per_a=3.10 total_charge=0
S -0.37189 -2.78511 4.02696
S 0.40320 2.40478 3.89749
O -0.45504 -1.58671 -1.82183
O 2.31751 1.42354 -0.24437
O -1.16348 0.40256 -0.95539
N -0.03890 -0.20216 3.82283
N 0.53337 0.83052 1.81369
N 0.30818 -1.49910 1.82425
C 0.57076 -0.40311 1.17231
C 1.68518 0.64182 -0.93869
C -3.23715 1.53142 -1.48640
C 1.92083 0.69775 -2.44274
C 1.00019 -0.53690 -0.30786
C 1.87282 -1.84875 -0.45446
C 0.27339 0.92468 3.14393
C -0.33337 -0.65319 -1.04557
C -0.06816 -1.42767 3.15990
C -2.47788 0.21315 -1.48874
H 2.30369 -1.95329 -1.46510
H 1.07399 1.55943 1.40068
H -2.62146 2.34738 -1.86998
H 2.98611 0.63052 -2.63808
H 2.69321 -1.85574 0.26327
H 1.27090 -2.74004 -0.29046
H 1.47494 -0.14928 -2.94705
H -2.44102 -0.16878 -2.53965
H -3.58512 1.80088 -0.46148
H -3.00641 -0.49297 -0.86151
H 1.54375 1.60107 -2.90543
H -0.33444 -0.12302 4.77061
H -4.09771 1.41634 -2.13115


30
Properties=species:S:1:pos:R:3 method="wB97M-V/def2-TZVPD" mol_weight_g_mol=253.31 homo_energy_ev=-2.695 fmax_ev_per_a=4.19 total_charge=-1
S -0.83008 1.10850 -1.47693
O -2.12487 1.66162 0.86671
O 0.03671 -3.36055 -2.02991
N -1.05083 3.52654 0.03425
N -1.67377 3.83028 1.21422
N 1.58682 2.16150 3.75018
N 2.54612 1.52829 -2.24067
C 2.57460 1.33834 -1.11062
C -2.28922 2.74740 1.71512
C -1.99004 -4.53630 -2.04588
C 2.19106 2.51552 1.16752
C 2.04102 2.31465 2.70875
C 2.22632 1.12997 0.38672
C 0.92484 0.25521 0.64983
C -0.84781 -3.92846 -1.20117
C -1.34355 2.21264 -0.14505
C 0.15348 -0.21118 -0.63914
H -0.49201 -4.76499 -0.55424
H 3.10206 0.56260 0.82509
H -2.51040 -3.77191 -2.63114
H -2.84883 2.68052 2.67288
H -0.58161 -1.00176 -0.30210
H -2.73620 -5.01252 -1.38891
H 1.26791 -0.69147 1.16666
H -1.36156 -3.27026 -0.45434
H 0.26426 0.77060 1.40966
H 1.37928 3.17774 0.75644
H 0.83626 -0.72181 -1.38218
H -1.61979 -5.30497 -2.73089
H 3.16985 3.05428 1.00913


31
Properties=species:S:1:pos:R:3 method="wB97M-V/def2-TZVPD" e_above_lowest_kcal_mol=7.95 s_squared=6.048 mol_weight_g_mol=555.14 spin_multiplicity=5 homo_energy_ev="-18.340 / -18.767" fmax_ev_per_a=1.20 total_charge=+3
Os 2.01431 0.45615 0.12740
Te -0.09569 -0.80815 -0.87300
S 2.64041 -0.68695 1.98920
O 1.82591 3.91755 -2.22990
N 4.36341 0.26635 -0.22560
N 1.78431 1.85865 -1.09070
N 5.02831 -0.11235 0.95980
N 5.00911 -1.08315 3.06330
C 4.37771 -0.62715 2.01080
C -1.55059 0.68165 -1.50180
C -4.05909 0.69625 -1.60460
C -5.34059 -0.77615 -0.15780
C -4.17769 -1.24065 0.43790
C -1.67159 -1.31035 0.55470
C 1.82031 2.91875 -1.67440
C -2.88519 0.21685 -1.03720
C -2.94569 -0.76815 0.00310
C -5.28309 0.21385 -1.16710
H -1.27549 1.64185 -1.04770
H -6.19969 0.59455 -1.59670
H -6.29809 -1.18015 0.14400
H 6.01961 -1.07525 3.16290
H 6.04511 -0.04225 0.97570
H -1.51739 0.80725 -2.58830
H -1.71919 -2.39675 0.69160
H -4.22279 -1.98875 1.21590
H -4.01409 1.44605 -2.37970
H 4.52481 -0.43645 -0.96530
H -1.43569 -0.86635 1.52930
H 4.49191 -1.47415 3.84480
H 4.74651 1.15745 -0.57060